# 1
Molecular formula: C4H7ClS
Method: DFT, ωB97M-V/def2-TZVPD

The HOMO energy is -8.615 eV. The value obtained for the frontier orbital gap is 9.5 eV. Its charge is 0. The value obtained for the relative energy (zero: lowest compared OMol25 entry of this formula, charge and spin) is 20.62 kJ/mol. The value obtained for the strongest force on any atom is 1.46 eV/Å. As for the structure (SMILES): CS/C(C)=C\Cl.

```
13
Properties=species:S:1:pos:R:3:nbo_charge:R:1
C 0.551 -2.122 -0.161 -0.74
S -0.775 -1.066 0.526 0.22
C -0.345 0.589 0.071 -0.18
C -0.304 1.561 1.213 -0.63
C -0.211 0.930 -1.198 -0.21
Cl -0.472 -0.190 -2.529 -0.03
H 0.379 -3.168 0.083 0.23
H 0.589 -2.058 -1.260 0.23
H 1.476 -1.842 0.334 0.22
H -0.012 2.573 0.887 0.22
H -1.282 1.628 1.628 0.23
H 0.384 1.219 1.954 0.23
H 0.021 1.946 -1.548 0.22
```

=====

# 2
Molecular formula: C4H7ClSi
Method: DFT, ωB97M-V/def2-TZVPD

The HOMO energy (alpha / beta) is -4.587 / -10.204 eV. The value obtained for the frontier orbital gap (alpha / beta) is 5.4 / 7.6 eV. As for the expectation value of S²: 2.01. Its charge is 0. Its spin multiplicity is 3. The value obtained for the relative energy (zero: lowest compared OMol25 entry of this formula, charge and spin) is 46.10 kJ/mol. The value obtained for the strongest force on any atom is 12.26 eV/Å.

```
13
Properties=species:S:1:pos:R:3:nbo_charge:R:1
C 0.930 -1.281 -0.027 0.06
C -0.038 -0.561 0.025 -0.34
C 2.210 -2.062 -0.217 -0.73
C -1.747 1.772 -0.371 -1.04
Si -1.812 0.078 0.568 1.14
Cl -3.236 -1.289 0.001 -0.39
H 2.171 -2.729 0.754 0.25
H 2.201 -2.651 -1.176 0.24
H 3.245 -1.556 -0.190 0.22
H -1.280 1.687 -1.255 0.24
H -2.670 2.278 -0.221 0.23
H -0.969 2.375 0.211 0.25
H -1.576 -0.031 2.076 -0.15
```

=====

# 3
Molecular formula: C4H7CrO4
Method: DFT, ωB97M-V/def2-TZVPD

The HOMO energy (alpha / beta) is -14.459 / -14.689 eV. The value obtained for the frontier orbital gap (alpha / beta) is 8.4 / 8.9 eV. As for the expectation value of S²: 6.04. Its charge is +1. Its spin multiplicity is 5. The value obtained for the strongest force on any atom is 3.89 eV/Å.

```
16
Properties=species:S:1:pos:R:3:nbo_charge:R:1
O -1.340 1.123 -0.221 -0.81
C -0.053 1.355 -0.731 -0.11
C 0.838 0.167 -0.401 -0.10
O 0.638 -0.142 0.978 -0.62
C 1.506 -1.148 1.476 -0.26
Cr -1.323 0.250 1.588 1.56
H 0.370 2.275 -0.292 0.19
H -0.068 1.493 -1.825 0.23
H 1.898 0.403 -0.579 0.22
H 0.559 -0.717 -1.000 0.20
H 2.550 -0.813 1.401 0.22
H 1.248 -1.315 2.528 0.20
H 1.375 -2.081 0.909 0.21
O -2.921 -0.808 -0.269 -0.67
C -2.617 -0.092 -1.194 1.04
O -2.662 0.050 -2.369 -0.48
```

=====

# 4
Molecular formula: C4H7CuO2
Method: DFT, ωB97M-V/def2-TZVPD

The HOMO energy (alpha / beta) is -2.350 / -2.363 eV. The value obtained for the frontier orbital gap (alpha / beta) is 6.2 / 5.6 eV. As for the expectation value of S²: 0.75. Its charge is -1. Its spin multiplicity is 2. The value obtained for the relative energy (zero: lowest compared OMol25 entry of this formula, charge and spin) is 246.52 kJ/mol. The value obtained for the strongest force on any atom is 2.27 eV/Å.

```
14
Properties=species:S:1:pos:R:3:nbo_charge:R:1
O 1.054 1.877 -1.960 -0.79
C 0.098 1.098 -1.748 0.36
C -0.545 0.870 -0.493 -0.62
H -1.588 0.550 -0.623 0.20
H -0.241 0.467 -2.595 0.09
H -0.506 1.719 0.200 0.21
Cu 2.306 3.582 -1.285 0.00
C -0.535 -1.137 1.753 -0.23
C 0.191 -0.678 0.600 -0.35
O -1.234 -2.351 1.592 -0.76
H 0.116 -1.219 2.641 0.13
H 0.329 -1.428 -0.204 0.16
H 1.190 -0.299 0.850 0.19
H -0.635 -3.051 1.272 0.42
```

=====

# 5
Molecular formula: C4H7ErO4
Method: DFT, ωB97M-V/def2-TZVPD

The HOMO energy (alpha / beta) is -11.388 / -11.388 eV. The value obtained for the frontier orbital gap (alpha / beta) is 6.0 / 5.3 eV. As for the expectation value of S²: 6.00. Its charge is +1. Its spin multiplicity is 5. The value obtained for the strongest force on any atom is 4.31 eV/Å.

```
16
Properties=species:S:1:pos:R:3:nbo_charge:R:1
O -1.272 1.021 -0.420 -0.47
C -0.814 0.449 0.680 0.98
O -1.188 0.947 1.781 -0.82
Er 0.427 -0.298 3.145 1.77
O -0.037 -0.543 0.646 -0.82
C -1.064 0.339 -1.665 -0.27
H -0.007 0.061 -1.763 0.20
H -1.717 -0.538 -1.749 0.21
H -1.335 1.062 -2.441 0.22
C -1.768 -4.040 -1.161 0.15
C -2.730 -3.761 -2.045 -0.55
O -1.928 -4.258 0.164 -0.69
H -0.725 -4.167 -1.457 0.18
H -3.762 -3.580 -1.736 0.20
H -2.460 -3.597 -3.087 0.22
H -2.846 -4.121 0.426 0.48
```

=====

# 6
Molecular formula: C4H7F
Method: DFT, ωB97M-V/def2-TZVPD

The HOMO energy is -10.669 eV. The value obtained for the frontier orbital gap is 11.8 eV. Its charge is 0. The value obtained for the relative energy (zero: lowest compared OMol25 entry of this formula, charge and spin) is 70.76 kJ/mol. The value obtained for the strongest force on any atom is 4.87 eV/Å. As for the structure (SMILES): FC1CCC1.

```
12
Properties=species:S:1:pos:R:3:nbo_charge:R:1
F 1.808 -1.257 0.797 -0.34
C 0.735 -0.427 0.625 0.22
C 0.593 0.910 0.000 -0.43
C -0.798 0.549 -0.354 -0.40
C -0.419 -0.916 -0.269 -0.43
H 0.195 -0.354 1.618 0.14
H 1.235 0.912 -0.870 0.21
H 0.767 1.786 0.657 0.21
H -1.191 0.769 -1.294 0.21
H -1.522 0.954 0.418 0.20
H -0.112 -1.277 -1.289 0.20
H -1.291 -1.648 -0.040 0.21
```

=====

# 7
Molecular formula: C4H7F
Method: DFT, ωB97M-V/def2-TZVPD

The HOMO energy is -9.909 eV. The value obtained for the frontier orbital gap is 10.9 eV. Its charge is 0. The value obtained for the relative energy (zero: lowest compared OMol25 entry of this formula, charge and spin) is 52.35 kJ/mol. The value obtained for the strongest force on any atom is 3.13 eV/Å. As for the structure (SMILES): C=C(F)CC.

```
12
Properties=species:S:1:pos:R:3:nbo_charge:R:1
C 1.739 1.181 0.030 -0.51
C 0.830 0.239 -0.017 0.43
F 1.385 -1.076 0.234 -0.40
C -0.624 0.086 -0.524 -0.46
C -1.500 -0.876 0.339 -0.61
H 2.675 0.683 0.292 0.23
H 1.811 2.235 -0.067 0.23
H -0.910 1.147 -0.535 0.22
H -0.529 -0.312 -1.525 0.22
H -1.089 -1.825 0.143 0.22
H -2.582 -0.797 0.190 0.22
H -1.205 -0.684 1.440 0.21
```

=====

# 8
Molecular formula: C4H7F
Method: DFT, ωB97M-V/def2-TZVPD

The HOMO energy (alpha / beta) is -8.262 / -8.291 eV. The value obtained for the frontier orbital gap (alpha / beta) is 8.8 / 9.1 eV. Its charge is 0. The value obtained for the relative energy (zero: lowest compared OMol25 entry of this formula, charge and spin) is 349.80 kJ/mol. The value obtained for the strongest force on any atom is 8.18 eV/Å. As for the structure (SMILES): CC/C=C/F.

```
12
Properties=species:S:1:pos:R:3:nbo_charge:R:1
C 1.453 -0.750 -0.264 -0.59
C 0.724 0.665 0.084 -0.48
C -0.723 0.752 -0.289 -0.19
C -2.055 -0.155 0.472 0.22
F -3.304 -0.044 -0.060 -0.35
H 1.024 -1.549 0.408 0.21
H 2.405 -0.540 0.172 0.20
H 1.566 -1.054 -1.256 0.21
H 0.847 0.902 1.135 0.22
H 1.203 1.485 -0.487 0.22
H -1.057 1.077 -1.213 0.18
H -2.080 -0.789 1.299 0.15
```

=====

# 9
Molecular formula: C4H7F2N
Method: DFT, ωB97M-V/def2-TZVPD

The HOMO energy is -8.571 eV. The value obtained for the frontier orbital gap is 8.5 eV. Its charge is 0. The value obtained for the relative energy (zero: lowest compared OMol25 entry of this formula, charge and spin) is 571.92 kJ/mol. The value obtained for the strongest force on any atom is 4.15 eV/Å.

```
14
Properties=species:S:1:pos:R:3:nbo_charge:R:1
C -1.793 2.349 -1.345 0.28
C -0.963 -0.706 -1.124 0.38
C 0.934 -1.499 0.212 -0.43
C 0.338 0.883 0.032 -0.42
N -0.019 -0.551 -0.239 -0.44
F -1.242 2.313 -2.572 -0.34
F -1.324 -1.919 -1.541 -0.35
H -2.876 2.264 -1.551 0.06
H 0.936 -2.422 -0.440 0.22
H 1.833 -1.078 0.000 0.20
H 0.798 -1.765 1.329 0.21
H -0.366 1.360 -0.638 0.24
H 0.071 1.229 0.986 0.20
H 1.331 1.088 -0.249 0.19
```

=====

# 10
Molecular formula: C4H7F2NO2
Method: DFT, ωB97M-V/def2-TZVPD

The HOMO energy is -10.295 eV. The value obtained for the frontier orbital gap is 10.4 eV. Its charge is 0. The value obtained for the relative energy (zero: lowest compared OMol25 entry of this formula, charge and spin) is 150.41 kJ/mol. The value obtained for the strongest force on any atom is 4.65 eV/Å.

```
16
Properties=species:S:1:pos:R:3:nbo_charge:R:1
C -1.924 0.555 0.413 0.77
C 0.305 0.452 -1.203 -0.44
C 1.795 -0.156 0.567 -0.41
C -0.478 -0.081 0.946 0.70
N 0.532 0.136 0.139 -0.34
O -2.629 -0.299 -0.184 -0.70
O -1.817 1.744 0.573 -0.60
F -0.905 -2.006 -0.383 -0.63
F -0.271 -0.206 2.252 -0.28
H -0.311 1.433 -1.303 0.25
H 1.238 0.698 -1.644 0.22
H -0.260 -0.293 -1.691 0.26
H 2.397 0.713 0.246 0.21
H 1.801 -0.267 1.579 0.23
H 2.272 -0.961 0.039 0.22
H -1.745 -1.462 -0.347 0.56
```

=====

- The highest strongest force on any atom belongs to which entry?
  C4H7ClSi

=====

- Which of these has the highest strongest force on any atom?
  C4H7ClSi